Density functional theory data (wB97M-V/def2-TZVPD) for a molecular structure, C53H70FN7O6PRuS2Sb at a distorted geometry.

Structure (XYZ):
```
142
Properties=species:S:1:pos:R:3
C 3.520 -0.496 1.095
H 0.260 -6.145 -1.736
H -1.541 -3.241 4.235
H 1.278 -5.759 -3.127
O 3.817 1.736 8.838
H -3.257 -3.497 -0.733
C -4.114 -1.517 -0.482
H 4.027 -2.726 -2.044
H -6.008 -2.445 -0.858
H -5.272 0.279 -0.897
H -4.772 -0.612 -2.337
H -4.436 1.860 1.025
H 2.686 -3.276 1.372
C -1.034 0.600 -4.260
H -0.294 -2.669 1.405
H 2.022 -2.626 -5.050
C -2.229 4.050 1.331
C -0.708 -3.945 -3.035
C 2.662 2.397 -0.914
O 2.611 -0.287 9.487
O -1.501 2.847 -8.741
C -0.850 1.430 -6.952
C 3.864 -3.342 -1.163
C -5.015 1.206 1.674
H 1.171 2.328 1.912
C 2.687 0.679 6.310
H -4.464 -1.275 3.996
O -0.065 1.255 -9.244
H -1.527 -4.605 -2.736
N 0.418 -4.100 -2.127
C 4.144 3.592 -2.522
H -0.631 5.077 -2.741
H -3.973 1.657 4.151
C -5.412 -2.144 0.011
H 4.621 3.200 0.799
H 0.426 0.552 -8.810
C 2.430 -2.869 -4.064
C 2.143 -0.637 -3.139
C -2.267 -2.690 2.289
H 0.635 4.396 3.096
H -0.170 1.180 8.038
H 0.340 -0.369 -7.202
H -0.429 -4.192 -4.068
H 4.934 0.914 0.180
C -1.646 1.786 -4.694
C 2.164 0.489 5.038
H 3.451 3.332 -3.310
H -0.913 -1.692 3.663
N 1.801 -2.044 -3.050
H 3.209 -0.460 -2.949
O 0.302 -1.841 -0.864
H -5.719 0.644 1.061
C 2.124 -0.525 1.024
C 5.280 4.309 -2.828
H 6.683 4.417 0.251
H -3.161 4.572 1.150
C -1.298 4.572 2.204
C -0.305 -0.140 -5.201
C 1.452 2.867 -1.448
C -1.797 -2.324 3.692
C -0.217 0.264 -6.518
H 3.752 0.654 6.499
C 6.213 4.605 -1.832
N 0.250 0.271 3.560
H -5.781 -0.127 3.805
H -3.757 -3.992 1.380
H -5.542 -1.389 2.594
C -1.122 -3.365 1.543
C -3.300 -2.545 -1.267
Ru -0.422 0.461 -0.195
C -4.129 0.274 2.499
H 4.524 -2.971 -0.374
C 1.834 0.933 7.368
C 4.825 3.469 -0.227
H -0.594 0.776 3.345
C -0.740 2.165 0.912
C 5.970 4.175 -0.526
H 0.169 -1.058 -4.879
C 3.919 0.614 0.374
C 1.231 4.165 -1.993
C -0.060 0.782 5.915
C 0.785 0.539 4.832
C 7.394 5.338 -2.148
H 1.897 -0.259 -4.136
H 3.513 -2.706 -4.108
H 1.144 -3.881 0.740
H 4.155 -4.376 -1.392
H 1.960 4.953 -2.091
H -3.600 0.362 -1.473
C 0.464 0.979 7.186
H 1.556 -0.082 -2.422
H -2.571 -1.814 4.266
C -0.086 3.952 2.422
H 2.245 -3.924 -3.863
C -0.661 3.001 -1.956
H -1.132 0.822 5.751
Sb -2.700 -0.800 1.128
C -4.455 -0.294 -1.339
C 0.195 2.764 1.758
H -5.240 -3.031 0.620
H -2.644 1.788 3.006
C -1.554 2.184 -6.011
S 2.525 1.098 9.036
N 8.348 5.923 -2.410
C -1.940 2.846 0.705
H -6.008 -1.439 0.591
C -5.022 -0.699 3.259
F -1.581 5.721 2.852
H 5.465 4.646 -3.839
S -1.263 -0.086 -2.676
H -2.710 0.425 4.137
H -1.689 2.691 -2.019
H -3.759 -2.723 -2.246
H 1.450 -1.253 1.448
N 1.658 0.514 0.319
C 2.745 1.250 -0.099
H -1.060 -2.913 -3.007
H 1.870 -5.459 -1.479
H -5.597 1.840 2.351
N 2.489 -3.252 -0.727
C -0.850 1.914 -8.356
C -0.105 4.239 -2.312
H 2.816 0.306 4.188
H -3.159 -4.516 2.952
H -2.042 3.089 -6.350
H -2.666 2.439 0.010
O 1.555 1.900 9.764
C -3.456 -3.638 2.368
H -2.279 -2.205 -1.443
C 2.217 -3.853 0.568
N 0.258 2.184 -1.451
C 0.991 -5.427 -2.120
H -0.762 -4.224 2.122
P 1.217 -2.711 -1.647
H 4.155 -1.193 1.619
H -2.210 2.379 -3.991
C 3.885 3.149 -1.216
H -1.431 -3.717 0.556
H 2.607 -4.876 0.613
C -3.305 1.082 3.500
H 0.920 0.330 2.815
H -4.316 -3.190 2.862
```

**Expectation value of S²**: 0.766
**Energy**: -121611.3540 eV
**Charge**: -1
**HOMO (spin up / spin down)**: -5.1 / -5.1 eV
**2S+1**: 2
**ΔE to the lowest compared entry with this formula, charge and spin**: 38.3 kcal per mole
**Molar mass**: 1238.12 g/mol